{
  "formula": "C45H111N4O16P3",
  "method": "wB97M-V/def2-TZVPD",
  "elements": ["C", "O", "P", "O", "O", "C", "O", "C", "H", "H", "H", "H", "H", "H", "H", "H", "H", "C", "O", "P", "O", "O", "C", "O", "C", "H", "H", "H", "H", "H", "H", "H", "H", "H", "C", "O", "P", "O", "O", "C", "O", "C", "H", "H", "H", "H", "H", "H", "H", "H", "H", "C", "N", "C", "C", "O", "H", "H", "H", "H", "H", "H", "H", "C", "N", "C", "C", "O", "H", "H", "H", "H", "H", "H", "H", "C", "N", "C", "C", "O", "H", "H", "H", "H", "H", "H", "H", "C", "N", "C", "C", "O", "H", "H", "H", "H", "H", "H", "H", "C", "C", "C", "C", "C", "C", "H", "H", "H", "H", "H", "H", "H", "H", "H", "H", "H", "H", "H", "H", "C", "C", "C", "C", "C", "C", "H", "H", "H", "H", "H", "H", "H", "H", "H", "H", "H", "H", "H", "H", "C", "C", "C", "C", "C", "C", "H", "H", "H", "H", "H", "H", "H", "H", "H", "H", "H", "H", "H", "H", "C", "C", "C", "C", "C", "C", "H", "H", "H", "H", "H", "H", "H", "H", "H", "H", "H", "H", "H", "H"],
  "coordinates": [[10.555, 3.501, 2.307], [9.972, 2.575, 3.148], [8.458, 2.119, 3.021], [7.486, 3.162, 3.446], [8.506, 0.738, 3.894], [7.324, 0.029, 4.165], [8.284, 1.607, 1.479], [9.140, 0.661, 0.844], [11.059, 3.077, 1.438], [11.123, 4.253, 2.855], [9.799, 4.136, 1.845], [6.506, 0.366, 3.529], [6.913, 0.046, 5.175], [7.565, -0.984, 3.841], [8.952, -0.330, 1.257], [10.170, 1.011, 0.782], [8.799, 0.592, -0.190], [0.042, 10.318, -0.300], [0.106, 8.925, -0.366], [-0.899, 8.033, 0.567], [-1.112, 8.537, 1.980], [-0.071, 6.678, 0.427], [1.129, 6.396, 1.156], [-2.367, 7.841, -0.184], [-3.178, 9.007, -0.263], [0.967, 10.860, -0.500], [-0.370, 10.822, 0.574], [-0.714, 10.697, -0.987], [1.347, 7.171, 1.891], [2.041, 6.209, 0.589], [0.946, 5.489, 1.732], [-2.681, 9.935, 0.018], [-4.042, 8.827, 0.378], [-3.766, 9.160, -1.169], [0.375, -10.394, 3.785], [-0.612, -9.509, 3.263], [-0.124, -8.285, 2.297], [1.067, -7.494, 2.765], [-1.549, -7.488, 2.125], [-2.728, -8.121, 1.607], [0.130, -9.155, 0.939], [0.744, -8.610, -0.207], [0.601, -11.229, 3.123], [0.034, -10.840, 4.720], [1.315, -9.867, 3.947], [-2.560, -9.047, 1.057], [-3.257, -7.532, 0.858], [-3.410, -8.342, 2.429], [1.058, -7.574, -0.080], [0.071, -8.744, -1.053], [1.684, -9.134, -0.383], [-3.587, 6.902, 8.131], [-2.155, 6.869, 8.031], [-1.246, 6.293, 8.851], [0.151, 6.750, 8.820], [-1.630, 5.516, 9.643], [-4.141, 6.103, 8.623], [-3.888, 6.951, 7.084], [-3.831, 7.858, 8.594], [-1.677, 7.566, 7.477], [0.279, 7.335, 9.730], [0.364, 7.407, 7.976], [0.806, 5.885, 8.924], [-4.439, -4.131, -5.309], [-5.136, -3.291, -6.198], [-6.159, -2.478, -5.918], [-6.484, -1.543, -6.990], [-6.754, -2.403, -4.836], [-4.163, -5.081, -5.767], [-5.031, -4.424, -4.442], [-3.523, -3.680, -4.928], [-4.822, -3.258, -7.157], [-6.573, -1.892, -8.019], [-5.671, -0.824, -7.090], [-7.475, -1.159, -6.746], [1.260, -0.879, 7.762], [1.525, -1.529, 9.012], [1.622, -2.802, 9.279], [1.197, -3.855, 8.301], [1.898, -3.233, 10.397], [1.332, -1.549, 6.905], [1.879, 0.006, 7.612], [0.203, -0.613, 7.769], [1.875, -0.832, 9.654], [2.056, -4.361, 7.860], [0.524, -3.461, 7.540], [0.649, -4.640, 8.822], [-7.905, 4.353, -4.405], [-7.172, 4.765, -5.586], [-7.734, 4.708, -6.815], [-6.830, 5.133, -7.977], [-8.837, 4.220, -7.082], [-7.917, 3.281, -4.204], [-8.916, 4.749, -4.499], [-7.513, 4.877, -3.534], [-6.213, 5.056, -5.462], [-7.134, 6.160, -8.179], [-6.929, 4.442, -8.814], [-5.784, 5.128, -7.670], [8.363, -5.394, -6.800], [8.702, -6.681, -7.551], [9.440, -6.450, -8.842], [9.747, -7.737, -9.628], [10.546, -7.311, -10.872], [9.775, -6.576, -11.940], [7.627, -5.498, -6.002], [7.919, -4.713, -7.525], [9.204, -4.821, -6.407], [9.236, -7.376, -6.904], [7.771, -7.210, -7.754], [10.395, -5.960, -8.653], [8.814, -5.750, -9.394], [10.300, -8.455, -9.023], [8.847, -8.254, -9.961], [11.440, -6.718, -10.678], [10.898, -8.188, -11.416], [10.121, -6.627, -12.972], [8.757, -6.965, -11.967], [9.762, -5.516, -11.684], [1.655, -0.470, 0.194], [0.143, -0.661, -0.006], [-0.863, -0.570, 1.176], [-2.329, -0.375, 0.657], [-3.161, -0.008, 1.926], [-3.010, 1.454, 2.375], [1.991, -1.271, 0.851], [1.814, 0.516, 0.630], [2.338, -0.546, -0.652], [-0.252, -0.022, -0.796], [0.063, -1.658, -0.440], [-0.535, 0.280, 1.774], [-0.825, -1.396, 1.886], [-2.432, 0.360, -0.141], [-2.657, -1.347, 0.289], [-4.234, -0.067, 1.747], [-3.007, -0.690, 2.762], [-3.303, 2.224, 1.662], [-3.712, 1.601, 3.196], [-2.053, 1.649, 2.859], [-8.448, 1.275, 13.511], [-7.322, 0.310, 13.018], [-6.880, 0.672, 11.584], [-5.812, -0.167, 10.952], [-6.299, -1.588, 10.533], [-7.398, -1.675, 9.451], [-9.241, 0.984, 12.823], [-8.165, 2.316, 13.351], [-8.713, 1.019, 14.537], [-6.528, 0.377, 13.763], [-7.646, -0.730, 13.064], [-6.605, 1.724, 11.673], [-7.772, 0.673, 10.958], [-5.428, 0.325, 10.058], [-4.949, -0.220, 11.615], [-5.410, -2.006, 10.060], [-6.396, -2.281, 11.368], [-7.171, -0.970, 8.651], [-7.340, -2.663, 8.994], [-8.448, -1.628, 9.741], [-0.686, 2.370, -12.436], [-0.121, 3.471, -11.494], [0.639, 2.924, -10.285], [-0.097, 1.862, -9.492], [0.503, 1.468, -8.103], [1.826, 0.633, -8.064], [-1.438, 1.657, -12.097], [0.215, 1.879, -12.805], [-1.133, 2.659, -13.387], [0.644, 4.111, -11.933], [-0.914, 4.127, -11.134], [0.959, 3.808, -9.732], [1.543, 2.438, -10.654], [-1.129, 2.115, -9.250], [-0.167, 0.948, -10.082], [0.732, 2.402, -7.591], [-0.326, 0.920, -7.655], [2.255, 0.651, -7.062], [1.646, -0.406, -8.341], [2.548, 0.927, -8.826]],
  "atomic_forces_ev_per_a": [[-0.62, 2.09, -1.43], [-0.21, -1.71, 0.98], [-0.70, -0.21, 0.25], [0.92, -1.66, -0.94], [0.90, 2.27, -0.37], [-1.04, -0.85, -1.14], [-0.24, 1.03, 1.30], [-0.63, -0.05, -0.58], [0.52, -0.32, 0.46], [0.54, -0.65, 0.17], [-0.44, 0.02, -0.08], [-0.07, 0.11, -0.13], [0.78, 0.28, 0.24], [-0.34, -0.22, 0.42], [0.67, 0.05, 0.32], [0.08, -0.35, 0.55], [-0.13, 0.18, -0.02], [-1.26, 2.48, -0.48], [-0.87, -0.60, 1.05], [-0.06, 0.69, 2.11], [0.61, -0.68, -2.82], [-1.18, 0.15, -0.80], [-0.03, -0.16, 1.43], [2.81, -0.29, -0.23], [-1.62, 0.32, 0.83], [0.30, -0.80, -0.19], [0.34, -1.00, 1.06], [0.25, -0.18, -0.89], [-0.12, 0.19, -0.13], [-0.52, 0.32, -0.80], [-0.13, -0.02, -0.08], [0.01, -0.20, 0.03], [0.34, 0.21, 0.85], [1.13, -0.43, -0.94], [0.74, -0.33, 0.12], [0.30, 1.13, -0.76], [0.05, -0.56, 0.60], [-2.53, -1.12, -1.03], [1.78, -0.61, -0.34], [-0.48, -0.72, -0.19], [-0.69, 0.67, 1.55], [0.79, 0.25, -0.40], [-0.29, 0.11, -0.39], [-0.22, 0.39, -0.01], [-0.06, 0.10, 0.20], [0.60, -0.21, 0.34], [0.36, 0.77, 0.34], [0.12, 0.10, 0.03], [-0.43, 0.18, 0.03], [0.11, 0.17, 0.01], [-0.14, -0.30, -0.10], [-0.15, 1.01, -0.83], [2.20, 0.50, -0.82], [-1.29, 1.38, -1.14], [0.76, 0.55, -0.06], [-0.78, -3.35, 3.28], [0.87, -0.19, 0.07], [-0.65, -0.03, 0.12], [-0.53, -0.06, 0.16], [-0.94, 0.19, -0.41], [0.07, 0.08, 0.03], [0.37, -0.27, -0.07], [0.08, 0.18, -0.36], [0.63, -1.23, 1.25], [0.18, -0.18, -1.17], [-0.86, -0.02, 1.93], [-0.95, 0.96, -1.50], [0.94, -0.53, -0.89], [0.02, 0.08, -0.31], [-0.27, 0.39, -0.09], [0.09, 0.14, 0.01], [0.07, -0.03, 0.26], [0.08, -0.81, 0.07], [-0.34, 0.55, 0.46], [0.40, 0.69, -0.01], [-1.27, -0.47, -0.96], [0.92, 3.06, -0.73], [-0.50, -3.32, 1.97], [-0.50, 0.01, -0.93], [0.62, 0.69, 0.20], [0.49, 0.02, 0.08], [-0.01, -0.17, 0.05], [-0.06, 0.59, -0.19], [-0.04, -0.82, 0.75], [0.05, 0.27, -0.20], [0.20, -0.15, -0.31], [0.10, 0.28, 0.27], [-0.38, 0.87, 0.32], [-0.17, -0.10, 0.53], [-0.06, -1.62, -1.76], [0.03, 0.17, 1.10], [0.84, 0.87, 1.09], [0.01, 0.01, -0.27], [-0.16, -0.46, -0.09], [0.31, -0.16, -0.01], [-0.30, -0.03, -0.33], [0.16, -0.07, -0.61], [-0.36, 0.35, 0.05], [0.08, 0.17, -0.02], [-0.25, 0.52, -0.50], [-0.21, -0.27, 1.08], [-0.17, -0.55, 0.29], [0.29, 1.36, -0.63], [0.71, -1.29, -1.18], [-1.04, 0.89, 0.21], [0.11, -0.29, 0.04], [-0.25, 0.15, -0.07], [0.32, -0.39, 0.08], [0.31, 0.00, 0.10], [-0.21, 0.04, -0.20], [0.07, 0.18, 0.08], [0.18, -0.04, -0.51], [0.18, 0.14, 0.09], [-0.22, 0.08, 0.03], [0.07, -0.14, 0.60], [0.30, -0.46, 0.42], [0.53, -0.30, 0.20], [-0.25, 0.22, -0.01], [-0.45, 0.14, -0.14], [-0.50, 0.24, 0.99], [-0.18, -1.16, -0.91], [0.67, 0.98, -1.07], [0.65, -0.73, 2.31], [-0.82, 1.03, -1.16], [-0.10, -0.37, 1.26], [0.16, 0.28, 0.46], [0.35, -0.08, 0.33], [-0.66, 0.03, -0.54], [0.19, 0.35, 0.01], [-0.32, -0.26, -0.11], [-0.29, 0.37, 0.07], [0.03, -0.35, -0.32], [0.14, 0.11, 0.16], [-0.14, 0.03, -0.23], [-0.13, -0.45, -0.45], [0.46, -0.03, -0.08], [0.44, -0.26, -0.38], [-0.19, 0.00, 0.16], [0.25, 0.26, -0.49], [0.60, -1.76, -1.17], [0.03, 0.44, 0.34], [-0.70, 0.69, 1.18], [-0.38, -0.69, -0.15], [1.12, 0.27, -0.37], [0.36, -0.56, 0.21], [-0.67, 0.63, 0.33], [-0.10, -0.05, 0.27], [-0.12, 0.39, -0.06], [0.58, 0.01, -0.34], [-0.31, -0.04, 0.01], [0.37, 0.15, -0.37], [-0.17, -0.07, -0.14], [-0.14, 0.09, -0.19], [0.04, -0.31, 0.14], [0.14, -0.14, -0.28], [-0.70, 0.27, 0.25], [-0.24, 0.19, 0.06], [0.18, -0.12, -0.09], [0.12, 0.60, 0.38], [1.04, 0.43, -0.88], [-0.77, -0.41, 0.22], [-0.19, -0.58, -0.33], [0.35, -0.51, 1.08], [0.75, 0.07, -1.08], [-1.05, -0.13, -0.65], [0.44, 0.03, 0.86], [-0.07, -0.81, 0.20], [-0.04, 1.03, 0.09], [-0.41, 0.02, -0.87], [-0.13, 0.07, 0.00], [-0.04, -0.19, 0.54], [0.30, 0.11, -0.07], [-0.14, 0.46, -0.30], [0.01, -0.05, -0.23], [-0.43, -0.01, 0.39], [0.35, 0.06, 0.68], [0.14, 0.05, -0.16], [-0.26, -0.19, 0.24], [0.14, 0.57, 0.26]],
  "orbital_gap_ev": 9.3482,
  "smiles": "COP(=O)(OC)OC.COP(=O)(OC)OC.COP(=O)(OC)OC.CNC(C)=O.CNC(C)=O.CNC(C)=O.CNC(C)=O.CCCCCC.CCCCCC.CCCCCC.CCCCCC",
  "largest_force_ev_per_a": 4.75,
  "total_charge": 0
}